This record from OMol25 describes a cluster of 17 separate species, C76H180N6O28 in total at a distorted geometry. The level of theory is ωB97M-V/def2-TZVPD.

Cartesian coordinates (Å):
C -15.41 4.10 28.17
C -16.60 4.55 29.05
O -16.70 5.94 29.38
O -14.19 4.14 28.89
H -15.37 4.74 27.28
H -15.58 3.09 27.80
H -16.63 4.00 29.99
H -17.49 4.31 28.46
H -15.85 6.11 29.78
H -14.12 5.05 29.19
C -9.82 12.97 28.35
C -11.18 13.28 27.72
O -12.07 13.78 28.74
O -9.05 14.23 28.56
H -9.13 12.45 27.68
H -9.99 12.29 29.19
H -11.68 12.46 27.19
H -11.09 14.09 27.00
H -11.80 14.67 28.98
H -8.25 13.91 28.99
C -7.80 11.72 24.21
C -6.88 11.53 25.40
O -6.64 10.10 25.73
O -9.02 11.10 24.44
H -7.27 11.33 23.34
H -8.13 12.76 24.18
H -7.33 12.03 26.26
H -5.92 12.04 25.36
H -7.53 9.76 25.81
H -9.22 10.65 23.61
C -9.60 7.66 25.34
C -8.92 7.60 23.98
O -9.40 8.51 23.05
O -9.36 8.90 26.00
H -9.22 6.83 25.93
H -10.66 7.49 25.18
H -8.91 6.58 23.59
H -7.87 7.84 24.15
H -8.82 8.49 22.28
H -9.60 9.62 25.40
C -13.17 8.42 21.06
C -12.87 7.22 22.06
O -11.63 6.58 21.83
O -13.12 8.01 19.69
H -12.43 9.19 21.29
H -14.17 8.81 21.20
H -13.63 6.44 21.96
H -12.69 7.64 23.05
H -10.91 7.21 21.83
H -13.87 7.44 19.48
C -14.54 7.05 31.47
C -15.43 8.27 31.38
O -14.87 9.41 31.96
O -13.95 6.76 30.19
H -15.00 6.16 31.90
H -13.74 7.15 32.20
H -16.38 8.15 31.91
H -15.79 8.32 30.35
H -15.52 10.09 31.77
H -13.12 7.24 30.23
C -14.56 13.29 30.63
C -16.01 12.75 30.65
O -16.19 11.80 31.70
O -14.52 14.32 29.63
H -13.92 12.45 30.35
H -14.22 13.70 31.58
H -16.30 12.35 29.67
H -16.67 13.60 30.85
H -16.27 12.31 32.51
H -13.79 14.11 29.04
C -20.70 10.90 23.80
C -20.74 9.94 24.99
O -19.60 9.07 24.77
O -20.92 10.26 22.57
H -19.76 11.43 23.65
H -21.63 11.46 23.84
H -21.71 9.45 24.90
H -20.76 10.54 25.90
H -19.67 8.50 25.54
H -20.29 9.54 22.55
C -19.51 11.78 29.96
C -19.12 11.08 28.61
O -18.52 11.98 27.75
O -20.61 12.68 29.82
H -18.70 12.39 30.38
H -19.87 10.99 30.62
H -19.85 10.50 28.04
H -18.34 10.34 28.80
H -17.96 11.48 27.15
H -20.42 13.29 29.10
C -19.82 6.71 29.04
C -19.80 6.68 27.53
O -20.57 7.77 27.02
O -18.94 7.63 29.68
H -19.53 5.67 29.21
H -20.83 6.90 29.39
H -20.17 5.72 27.20
H -18.82 6.84 27.08
H -21.50 7.54 27.02
H -18.03 7.34 29.68
C -17.75 15.30 22.69
C -16.86 14.40 21.78
O -15.96 14.94 20.96
O -16.98 16.37 23.41
H -18.37 14.79 23.42
H -18.42 15.83 22.01
H -17.57 13.82 21.18
H -16.32 13.70 22.42
H -15.20 15.34 21.38
H -17.34 16.45 24.30
C -21.06 15.41 27.12
C -20.14 16.26 26.20
C -20.50 17.74 26.58
C -19.85 18.23 27.88
C -18.40 17.95 27.82
C -17.99 16.40 27.56
N -18.71 15.96 26.35
O -18.43 14.64 26.11
C -16.49 16.30 27.28
C -18.35 15.57 28.87
C -20.70 15.98 24.78
H -20.81 15.19 28.16
H -21.19 14.41 26.71
H -22.08 15.79 27.14
H -20.13 18.43 25.82
H -21.58 17.85 26.69
H -20.36 17.66 28.65
H -20.08 19.28 28.10
H -17.87 18.22 28.73
H -17.96 18.59 27.06
H -15.97 16.89 28.04
H -16.07 15.30 27.27
H -16.15 16.71 26.33
H -18.39 14.50 28.66
H -17.47 15.63 29.52
H -19.27 15.89 29.35
H -21.76 16.21 24.68
H -20.57 14.92 24.57
H -20.14 16.53 24.02
H -18.89 14.10 26.76
C -10.59 18.67 24.48
C -10.97 17.19 24.31
C -12.21 16.86 25.28
C -12.99 15.58 24.91
C -13.31 15.53 23.42
C -12.10 15.78 22.45
N -11.32 16.97 22.89
O -10.42 17.36 22.01
C -11.24 14.47 22.32
C -12.85 16.01 21.14
C -9.84 16.27 24.73
H -10.45 18.97 25.52
H -11.48 19.26 24.28
H -9.74 19.07 23.91
H -11.88 16.63 26.29
H -12.88 17.71 25.32
H -13.97 15.74 25.36
H -12.63 14.60 25.22
H -14.15 16.14 23.09
H -13.65 14.52 23.18
H -11.60 13.76 21.58
H -10.21 14.75 22.11
H -11.19 13.93 23.26
H -13.47 16.90 21.23
H -12.15 16.13 20.30
H -13.43 15.11 20.96
H -8.93 16.59 24.21
H -10.02 15.20 24.60
H -9.52 16.42 25.76
H -10.71 18.22 21.68
C -15.10 8.07 26.99
C -14.79 9.57 26.66
C -13.36 9.48 26.13
C -12.91 10.50 25.07
C -13.98 10.64 23.99
C -15.41 10.92 24.52
N -15.73 9.95 25.57
O -16.98 10.08 26.04
C -15.50 12.34 25.10
C -16.36 10.59 23.29
C -14.87 10.43 27.97
H -14.39 7.68 27.71
H -15.18 7.49 26.07
H -16.12 8.03 27.37
H -12.58 9.46 26.89
H -13.20 8.49 25.71
H -11.93 10.29 24.64
H -12.87 11.51 25.48
H -13.89 9.68 23.48
H -13.50 11.37 23.33
H -15.32 13.15 24.40
H -16.51 12.48 25.50
H -14.78 12.41 25.91
H -16.16 11.06 22.33
H -16.31 9.54 23.00
H -17.42 10.68 23.52
H -14.04 11.13 28.05
H -14.73 9.75 28.81
H -15.78 11.04 28.02
H -17.47 9.54 25.42
C -8.73 6.64 29.90
C -10.31 6.58 30.32
C -10.38 6.38 31.83
C -10.20 7.75 32.62
C -11.13 8.83 32.08
C -11.04 9.08 30.57
N -11.10 7.79 29.85
O -11.31 7.93 28.50
C -12.18 9.94 30.15
C -9.74 9.83 30.20
C -10.95 5.30 29.80
H -8.22 5.68 29.93
H -8.15 7.41 30.39
H -8.83 7.03 28.89
H -11.26 5.85 32.19
H -9.55 5.74 32.15
H -9.14 8.01 32.61
H -10.37 7.55 33.68
H -10.95 9.67 32.75
H -12.15 8.53 32.35
H -13.07 9.33 30.35
H -12.22 10.84 30.77
H -12.15 10.14 29.08
H -9.64 9.96 29.13
H -9.74 10.79 30.73
H -8.81 9.32 30.42
H -10.37 4.42 30.08
H -10.85 5.30 28.72
H -11.99 5.21 30.09
H -10.47 8.26 28.17
C -13.81 14.88 17.80
C -14.41 13.76 16.87
C -13.21 13.07 16.14
C -12.54 11.97 17.09
C -13.55 11.04 17.62
C -14.66 11.69 18.42
N -15.26 12.83 17.67
O -16.40 13.34 18.29
C -15.76 10.54 18.70
C -14.14 12.09 19.83
C -15.27 14.35 15.77
H -13.39 15.66 17.17
H -13.08 14.45 18.49
H -14.56 15.34 18.44
H -13.37 12.60 15.17
H -12.49 13.88 16.01
H -11.93 12.46 17.85
H -11.86 11.34 16.52
H -12.90 10.46 18.27
H -13.89 10.38 16.82
H -16.26 10.20 17.79
H -15.21 9.66 19.02
H -16.55 10.89 19.36
H -13.66 13.07 19.88
H -14.93 11.97 20.56
H -13.34 11.44 20.18
H -15.87 13.53 15.38
H -14.72 14.84 14.97
H -15.87 15.15 16.19
H -15.99 13.84 19.00
C -16.58 5.85 23.90
C -17.48 5.53 22.62
C -18.93 5.32 23.24
C -20.05 5.52 22.28
C -19.90 6.81 21.54
C -18.58 6.98 20.75
N -17.49 6.67 21.72
O -16.27 7.00 21.31
C -18.66 6.06 19.48
C -18.56 8.39 20.16
C -17.10 4.22 21.92
H -16.34 4.87 24.32
H -17.11 6.44 24.64
H -15.64 6.35 23.64
H -19.13 4.31 23.59
H -19.06 5.99 24.09
H -20.98 5.60 22.84
H -20.07 4.71 21.55
H -19.87 7.58 22.31
H -20.77 7.16 20.98
H -19.03 6.61 18.62
H -17.76 5.50 19.20
H -19.40 5.26 19.57
H -18.61 9.06 21.02
H -17.67 8.60 19.56
H -19.45 8.52 19.54
H -16.07 4.28 21.55
H -17.69 4.02 21.02
H -17.13 3.31 22.50
H -16.10 6.47 20.53

As for the charge: 0. The energy above the lowest of the compared OMol25 structures with the same formula, charge and spin comes out at 3.596 eV. The calculation puts the LUMO energy at 0.1 eV. The HOMO-LUMO gap is 0.28486 Eh.